DFT (ωB97M-V with the def2-TZVPD basis set) results for C32H33N7O8PSTi as an isolated structure in a non-equilibrium geometry.

<S²>: 3.777
Maximum force (Eh/bohr): 0.020
DFT total energy (eV): -103771.457
LUMO (spin up / spin down) (eV): 4.1 / 4.1
HOMO-LUMO gap (spin up / spin down) (Eh): 0.1338 / 0.2301
Relative energy (zero: lowest compared OMol25 entry of this formula, charge and spin) (kcal per mole): 26.1
Net charge: -2
2S+1: 4

```
83
Properties=species:S:1:pos:R:3:forces:R:3:mulliken_charge:R:1
C 2.37260 -3.47844 -2.93122 0.00 -0.03 -0.04 -0.54
C -1.78106 4.21253 0.25000 -0.01 -0.07 0.01 -1.10
N -1.01964 -1.17389 2.74134 -0.05 0.16 0.01 0.59
C 5.32383 0.02948 0.79387 -0.04 0.03 0.01 0.35
H 0.54315 -2.49015 -4.97345 0.01 0.00 -0.01 0.49
O 2.02023 1.42545 1.36411 0.14 -0.15 -0.07 -0.58
H -2.62320 3.35021 4.77388 0.02 -0.03 0.02 0.34
C -2.12414 -2.28730 4.53879 0.06 0.00 0.01 -0.63
C 3.02465 -5.07098 -1.25198 0.00 0.02 0.02 -0.53
H -2.68830 5.89184 1.95187 0.00 0.01 0.02 0.34
H 1.44572 -1.00576 -4.55670 -0.01 0.02 0.00 0.45
H -1.01142 5.73056 3.74701 0.00 -0.01 -0.01 0.29
H 4.12526 -4.70720 -3.05430 0.01 0.01 0.01 0.34
H -3.55510 4.49333 2.59483 -0.02 0.03 -0.03 0.30
O 4.70630 -2.02465 -0.36947 -0.04 0.04 -0.04 -0.63
C -1.10728 2.98246 2.23244 0.11 0.18 -0.06 -0.06
O 4.91086 2.11194 2.00322 -0.03 -0.02 -0.01 -0.72
C -1.06340 -1.55810 4.07541 0.01 -0.13 0.03 -0.74
H -2.69926 3.77618 -0.14689 -0.03 0.01 -0.01 0.35
C -2.00915 -1.53667 1.84047 -0.07 -0.04 -0.06 0.07
H -0.21253 -1.25412 4.66337 0.00 0.02 0.00 0.53
H -3.82949 -2.54743 1.59578 0.00 0.02 0.00 0.41
H -3.09393 2.92956 -3.58426 0.02 -0.06 0.02 0.24
C 4.37537 -0.97765 0.15704 0.12 0.00 0.05 -0.46
H 0.48038 2.21412 4.91530 0.00 0.00 0.01 0.33
C 4.48096 1.14878 1.39119 0.11 -0.07 -0.04 -0.16
H -1.07904 3.93342 5.39545 -0.02 0.02 0.01 0.34
C 3.04334 -0.41170 0.34497 0.01 0.00 0.03 0.88
Ti 0.42697 0.34528 0.61425 -0.73 0.19 0.67 -0.17
H -2.28974 2.32198 -2.27393 0.00 0.05 0.05 0.17
C -3.78880 -2.49614 -3.51933 0.00 -0.03 -0.03 -0.67
H -0.97738 1.20136 4.74631 0.01 -0.02 -0.02 0.47
C 0.17051 2.08113 -2.12774 -0.14 0.06 0.11 0.78
H -3.98587 -3.27810 4.02874 -0.01 0.02 0.01 0.35
H -4.62430 -1.87245 -3.81467 0.00 0.00 -0.01 0.37
N -1.68762 4.10864 1.69634 -0.04 -0.03 -0.04 0.32
C 3.24980 -4.45300 -2.46886 -0.01 0.00 -0.01 -0.55
H -0.22395 4.17810 -5.13914 0.00 -0.04 -0.03 0.31
H -2.62427 5.75144 4.48543 0.02 0.01 0.01 0.38
C 3.10300 0.79470 1.07004 0.07 -0.04 0.04 0.81
C -1.94509 5.17465 3.85400 -0.04 -0.04 -0.01 -0.68
C -1.64721 -4.05740 -2.70630 0.03 -0.04 -0.07 -0.31
O -0.70485 2.08806 1.49661 0.04 -0.19 -0.03 0.35
O 0.14014 -0.62901 2.29840 0.09 0.14 -0.31 0.31
H -4.94113 -4.31223 -3.48346 0.00 0.00 0.02 0.35
O 6.53120 -0.05000 0.82529 -0.07 0.01 0.01 -0.67
H 0.23637 1.23113 3.45742 -0.01 -0.01 0.01 0.12
C -1.67327 3.82295 4.48523 0.04 0.06 -0.02 -0.67
H 1.76091 -5.14876 0.48530 0.00 0.01 0.00 0.41
H -0.82257 -4.68049 -2.38545 0.00 0.01 0.01 0.34
H 2.58537 -2.98475 -3.87124 -0.03 -0.02 -0.02 0.28
C -3.42335 1.25980 0.39126 -0.34 0.28 0.01 0.06
H -2.14067 -2.55063 5.59041 0.03 -0.03 -0.01 0.34
O 1.90757 -0.88111 -0.03862 0.31 -0.01 -0.16 0.36
C -2.55954 4.94856 2.48587 0.06 0.00 0.04 -0.67
H -1.54121 4.97448 -4.55211 0.08 0.05 0.03 0.21
S -1.84083 -0.97212 0.20277 0.55 -0.20 0.10 -0.35
N -2.31856 3.07958 -2.94929 0.01 0.22 0.03 -0.44
H -0.28769 -0.92248 -4.86583 0.02 0.03 0.01 0.44
C 0.50181 -1.53985 -4.43666 0.13 -0.03 0.05 -1.74
C -1.10638 3.20995 -3.66013 -0.12 -0.79 -0.43 0.11
C -3.96832 -3.86082 -3.32738 -0.01 0.01 0.03 -0.42
C -0.26253 1.83342 4.20956 -0.08 0.00 0.02 -1.02
H -1.74282 5.26815 -0.02476 0.00 0.00 0.00 0.43
C -2.54630 -1.92575 -3.30336 0.00 0.01 0.02 -0.47
N -1.16532 4.04612 -4.79154 -0.07 0.26 0.17 -0.56
C -3.15599 -2.68021 3.67873 -0.02 0.05 -0.08 -0.55
H -3.02840 -5.69533 -2.73696 0.01 0.00 -0.01 0.37
C 1.05827 -3.72375 -0.94288 0.01 0.07 0.03 -0.60
H -2.42351 -0.85343 -3.42071 -0.01 0.01 0.02 0.30
C -2.89555 -4.63385 -2.91229 0.00 0.00 -0.01 -0.64
N 0.24594 1.40738 -1.15986 0.09 0.01 -0.04 -0.69
C 1.25950 -3.11332 -2.18458 -0.02 0.05 0.12 0.19
O -3.94249 1.21600 1.40178 0.11 -0.03 -0.04 -0.26
H -0.94068 3.69556 -0.20381 -0.01 -0.02 -0.01 0.10
P 0.12161 -1.75445 -2.63382 -0.14 -0.27 -0.30 1.23
C -3.06125 -2.27973 2.30893 -0.06 0.00 0.06 -0.71
C 1.92537 -4.69877 -0.48617 0.01 -0.04 -0.01 -0.68
N 0.09690 2.80225 -3.16689 0.07 0.24 0.09 -0.78
N -0.93505 2.95978 3.58723 -0.07 -0.07 0.02 0.31
H 3.72398 -5.80916 -0.87856 0.00 -0.01 0.00 0.32
H 0.22856 -3.39917 -0.32235 0.01 0.00 0.01 0.49
C -1.44987 -2.69585 -2.90650 -0.05 0.15 0.06 0.47
```
Forces are in eV/Å.